Record 1
DFT (ωB97M-V with the def2-TZVPD basis set) results for a single C5H11N3 molecule.

Geometry as XYZ:
```
19
Properties=species:S:1:pos:R:3
N -0.92188 -1.64420 0.68851
N 0.97326 1.25875 -0.44601
N 0.56379 -0.08498 2.85274
C -1.11358 0.51735 -1.43171
C 0.91286 -0.96635 -1.38193
C 0.11664 0.09570 -0.62091
C -0.17456 0.30649 1.91538
C -0.36304 -0.51890 0.69393
H -0.76363 1.24154 1.91528
H 1.21796 -0.56856 -2.34537
H -0.78836 0.95898 -2.37023
H -1.19565 -1.99394 1.60512
H -1.73797 -0.34843 -1.62964
H 1.78336 1.02909 0.12022
H 0.47944 2.03044 -0.00993
H 1.80096 -1.24257 -0.81843
H 0.61111 0.52321 3.66918
H 0.29862 -1.84974 -1.52036
H -1.69932 1.25613 -0.88586
```

Output
ΔE to the lowest compared entry with this formula, charge and spin, kcal per mole: 23.2
Total energy, eV: -9832.901
Orbital gap, Ha: 0.3659
Net charge: 0


Record 2
DFT (ωB97M-V with the def2-TZVPD basis set) results for a molecular structure, C5H11N3 at a distorted geometry.

Geometry as XYZ:
```
19
Properties=species:S:1:pos:R:3
N 0.22148 -0.16443 -0.81842
N -0.80777 0.78034 -0.64031
N -1.59198 -1.65621 -0.32143
C -0.33872 -1.49548 -1.02526
C -0.36840 1.75076 0.15871
C 1.02798 1.68075 0.54179
C -1.93043 -1.14819 0.76791
C 1.30126 0.13748 0.24275
H -1.18656 -0.79992 1.37100
H 0.72396 0.12064 -1.71629
H -0.53276 -1.72841 -2.19602
H -2.23553 -2.23852 -0.91572
H 0.21599 -2.44668 -0.62872
H 2.22661 -0.20892 -0.12900
H 2.05121 2.54999 0.47148
H -2.95245 -1.34391 1.04936
H 0.99588 -0.53795 1.01898
H 0.91937 1.70562 1.62882
H -1.22049 2.53490 0.36320
```

Output
ΔE to the lowest compared entry with this formula, charge and spin, kcal per mole: 150.0
Total energy, eV: -9811.439
Orbital gap, Ha: 0.3843
Net charge: +2


Record 3
DFT (ωB97M-V with the def2-TZVPD basis set) results for a gas-phase ion, C5H11N3 (charge +2) at a distorted geometry.

Geometry as XYZ:
```
19
Properties=species:S:1:pos:R:3
N 1.26387 -0.46925 -0.62646
N -2.09699 -0.38960 0.34118
N -0.43168 -1.82500 -0.72523
C 0.21895 0.19704 0.14026
C 0.73605 0.62402 1.59628
C 0.83318 -1.63637 -1.04812
C 0.10588 1.61743 -0.51785
C -0.90182 -0.64358 -0.01904
H -2.67906 -1.21687 0.41416
H 0.95416 -0.21064 2.10861
H 1.43462 -2.40828 -1.55028
H 2.21588 0.00593 -0.75408
H 0.01342 1.15596 2.05944
H 1.63978 1.24770 1.48352
H -0.28503 1.61459 -1.53296
H -0.44966 2.40012 0.00758
H -1.02350 -2.58091 -1.21696
H 1.08669 2.04476 -0.54630
H -2.63474 0.47294 0.38625
```

Output
ΔE to the lowest compared entry with this formula, charge and spin, kcal per mole: 60.2
Total energy, eV: -9815.334
Orbital gap, Ha: 0.3778
Net charge: +2


Record 4
DFT (ωB97M-V with the def2-TZVPD basis set) results for a molecular structure, C5H11N3 at a distorted geometry.

Geometry as XYZ:
```
19
Properties=species:S:1:pos:R:3
N -1.85206 -1.02975 0.29720
N 0.20048 -0.77455 -0.22508
N -0.24128 0.54557 0.09055
C 2.07869 0.28616 0.38465
C -0.78836 -1.61672 -0.18792
C 1.62584 -0.82164 -0.13974
C -1.49809 0.41644 0.80623
C 0.94269 1.29532 0.71642
H -0.78642 -2.60661 -0.55068
H 0.97343 2.27791 0.07903
H -2.81706 -1.40065 0.55250
H -1.26181 0.40132 1.89168
H 0.64496 1.38699 1.83514
H -2.16425 1.18662 0.33596
H -0.29996 0.68344 -2.46259
H 3.15252 0.57154 0.71094
H 0.19005 0.07748 -2.59428
H 2.18967 -1.67313 -0.64681
H -0.28903 0.79429 -0.89319
```

Output
ΔE to the lowest compared entry with this formula, charge and spin, kcal per mole: 141.7
Total energy, eV: -9811.798
Orbital gap, Ha: 0.3686
Net charge: +2


no.,HOMO level (eV)
1,-9.204
2,-19.629
3,-20.093
4,-18.703